{
  "formula": "C27H64O11",
  "method": "the ωB97M-V functional and the def2-TZVPD basis",
  "symbols": ["C", "C", "C", "O", "C", "H", "H", "H", "H", "H", "H", "H", "H", "C", "C", "C", "O", "C", "H", "H", "H", "H", "H", "H", "H", "H", "C", "C", "C", "O", "C", "H", "H", "H", "H", "H", "H", "H", "H", "C", "C", "C", "O", "C", "H", "H", "H", "H", "H", "H", "H", "H", "C", "O", "H", "H", "H", "H", "C", "O", "H", "H", "H", "H", "C", "O", "H", "H", "H", "H", "C", "O", "C", "C", "O", "C", "H", "H", "H", "H", "H", "H", "H", "H", "H", "H", "C", "O", "C", "C", "O", "C", "H", "H", "H", "H", "H", "H", "H", "H", "H", "H"],
  "coordinates": [[-20.22793, 11.47533, 16.23846], [-18.96560, 11.41132, 15.41441], [-17.88703, 11.21827, 16.44416], [-18.52042, 10.38255, 17.42799], [-19.94020, 10.33137, 17.22379], [-21.13859, 11.35229, 15.64863], [-20.36348, 12.45124, 16.71119], [-18.78023, 12.33776, 14.85032], [-19.02311, 10.68562, 14.59933], [-17.57344, 12.16421, 16.88882], [-17.01199, 10.69756, 16.05062], [-20.44467, 10.43416, 18.18261], [-20.13744, 9.37267, 16.73792], [-11.13500, 9.32681, 16.66753], [-12.23168, 9.68563, 15.68211], [-13.31051, 10.18576, 16.66247], [-12.54549, 10.92831, 17.58655], [-11.31859, 10.26888, 17.88804], [-10.11815, 9.41036, 16.28262], [-11.27158, 8.29219, 16.99614], [-12.58346, 8.85409, 15.07642], [-11.84933, 10.50082, 15.06533], [-13.81649, 9.36360, 17.18512], [-14.13477, 10.75958, 16.24142], [-11.54301, 9.82941, 18.86912], [-10.48542, 10.94772, 18.08228], [-14.64905, 15.40554, 23.41865], [-15.58682, 15.16009, 22.26238], [-16.88678, 15.85077, 22.64172], [-16.68716, 16.39134, 23.94178], [-15.57863, 15.76731, 24.57293], [-13.95626, 16.22219, 23.17991], [-13.94516, 14.61146, 23.67575], [-15.65213, 14.06541, 22.21267], [-15.11354, 15.34894, 21.29695], [-17.64857, 15.06864, 22.57716], [-17.15636, 16.61785, 21.91772], [-15.86080, 14.83423, 25.09524], [-15.20619, 16.28675, 25.45765], [-10.89296, 14.38730, 15.69166], [-9.54239, 15.08398, 15.73428], [-9.49691, 15.61086, 17.19334], [-10.39061, 14.79671, 17.94376], [-11.08154, 13.88718, 17.12514], [-10.74524, 13.47519, 15.10401], [-11.72025, 14.97436, 15.30113], [-9.34781, 15.86636, 15.00776], [-8.78037, 14.30131, 15.67931], [-9.84841, 16.64382, 17.10715], [-8.49373, 15.57413, 17.61141], [-12.14799, 13.88046, 17.35769], [-10.76938, 12.84160, 17.21548], [-13.59759, 8.67562, 20.42867], [-12.78962, 8.03384, 21.40301], [-13.42950, 8.36386, 19.39545], [-14.65474, 8.63531, 20.69514], [-13.25079, 9.70825, 20.48632], [-12.77943, 7.07834, 21.31328], [-14.38864, 13.64391, 15.36867], [-15.50348, 14.28610, 15.95824], [-14.72182, 12.76182, 14.80081], [-13.92545, 14.25284, 14.58928], [-13.66453, 13.23060, 16.06219], [-16.07893, 14.67981, 15.30172], [-14.54800, 12.78760, 19.22323], [-15.69053, 13.02876, 18.40448], [-13.62746, 13.08164, 18.71660], [-14.66067, 13.43063, 20.10019], [-14.51686, 11.73565, 19.51256], [-15.44288, 13.48721, 17.58307], [-12.47114, 11.81355, 22.37335], [-12.66530, 13.03885, 21.70586], [-11.53959, 13.88432, 21.68412], [-10.31691, 13.42898, 20.92426], [-9.36713, 12.60613, 21.58935], [-8.15410, 13.28784, 21.91919], [-13.33643, 11.15323, 22.45451], [-12.21885, 12.07699, 23.41029], [-11.70466, 11.17099, 21.92552], [-11.22730, 14.10373, 22.71867], [-11.83144, 14.84710, 21.26644], [-9.84890, 14.25170, 20.38161], [-10.70376, 12.77641, 20.12637], [-8.38691, 14.25309, 22.36726], [-7.48479, 13.22609, 21.05763], [-7.69038, 12.66483, 22.68986], [-20.68377, 14.69748, 22.91441], [-21.68794, 14.22795, 22.05672], [-21.67020, 14.62588, 20.70197], [-20.62310, 13.88585, 19.83583], [-19.52657, 13.39759, 20.57412], [-18.57194, 12.84632, 19.68104], [-20.85668, 15.73912, 23.22057], [-19.69132, 14.71277, 22.45767], [-20.61142, 14.04153, 23.78006], [-21.68110, 15.70598, 20.50275], [-22.70394, 14.38904, 20.42719], [-20.23507, 14.64755, 19.14729], [-21.07395, 13.08256, 19.24609], [-17.64208, 12.62972, 20.20412], [-18.38207, 13.48378, 18.81732], [-18.89949, 11.84840, 19.37024]],
  "atomic_forces_ev_per_a": [[-0.58, -0.28, 0.03], [0.22, 1.65, -1.55], [-0.46, -0.80, 0.08], [0.31, 0.00, 0.47], [0.53, 0.59, -0.58], [0.07, -0.36, 0.00], [0.37, -0.11, 0.33], [-0.13, 0.07, 0.25], [0.10, -0.56, 0.51], [0.02, -0.04, 0.09], [0.05, 0.00, 0.12], [-0.02, -0.17, 0.02], [-0.44, -0.06, 0.22], [0.85, -0.92, 1.01], [-0.41, 0.34, 0.53], [0.63, -0.52, -0.15], [-0.46, 1.87, 0.13], [-1.23, -0.60, -0.05], [-0.12, -0.05, -0.20], [0.12, 0.02, -0.03], [0.20, -0.02, -0.13], [-0.45, 0.05, -0.23], [0.21, -0.33, -0.09], [0.34, 0.51, -0.03], [0.63, -0.79, -0.31], [-0.25, 0.36, -0.46], [1.58, 1.27, 0.74], [1.18, -1.81, -0.27], [0.47, -0.71, -0.57], [-0.41, 0.45, 0.39], [-0.21, -1.47, 0.01], [-0.32, 0.34, 0.13], [-0.45, -0.41, -0.16], [-0.76, 0.07, 0.04], [-0.29, 0.76, 0.05], [-0.35, 0.30, 0.55], [-0.03, 0.36, 0.33], [-0.51, -0.21, -0.56], [0.17, 1.05, -0.71], [0.54, -1.21, -0.49], [0.46, -0.48, 1.37], [-0.41, 0.15, -1.38], [0.41, 0.27, 0.70], [-0.83, 0.37, -0.89], [-0.55, 0.29, -0.50], [0.05, 0.12, 0.13], [-0.09, -0.06, -0.12], [0.09, 0.17, -0.41], [-0.07, 0.07, 0.77], [-0.02, 0.05, 0.19], [0.10, 0.16, 0.40], [0.45, 0.26, 0.26], [0.40, 0.56, 0.38], [0.26, -0.22, 0.02], [-0.03, -0.37, 0.09], [-0.06, -0.07, -0.17], [-0.38, 0.14, -0.17], [-0.24, 0.00, -0.18], [-0.60, -0.85, -1.97], [0.52, 0.07, 0.72], [-0.14, -0.06, 0.13], [0.34, 0.31, 0.42], [-0.12, 0.59, 0.56], [0.08, -0.07, -0.20], [-0.49, 0.84, 0.06], [0.07, -0.19, -0.55], [0.05, -0.29, 0.09], [0.27, -0.35, 0.14], [0.14, 0.09, -0.02], [-0.29, -0.14, 0.55], [0.65, -0.11, 0.97], [-0.48, -0.29, -0.95], [0.62, 0.52, 1.26], [-0.28, -1.39, -1.49], [-0.09, 0.59, 0.46], [-0.60, -1.50, 0.47], [-0.55, 0.71, -0.50], [0.38, -0.43, 0.01], [0.29, 0.36, 0.06], [-0.05, -0.05, 0.11], [-0.44, -0.15, -0.18], [0.13, 0.17, 0.31], [-0.05, 0.18, -0.11], [0.42, 0.30, -0.41], [0.01, 0.85, -0.03], [0.03, 0.18, 0.04], [0.93, 0.76, -0.13], [-0.11, -0.06, -0.04], [-0.82, -0.56, 0.39], [0.02, 0.79, -0.01], [-0.03, 0.27, -0.09], [-0.02, -0.99, 0.44], [-0.30, -0.15, 0.19], [-0.18, -0.24, -0.17], [-0.30, 0.05, 0.03], [0.77, 0.14, 0.64], [0.28, -0.45, -0.59], [-0.08, -0.17, -0.37], [-0.11, -0.14, 0.05], [0.02, 0.54, 0.15], [0.06, 0.08, 0.03], [-0.19, 0.17, -0.43]],
  "orbital_gap_ha": 0.3447,
  "multiplicity": 1,
  "homo_ev": -9.05,
  "smiles": "C1CCOC1.C1CCOC1.C1CCOC1.C1CCOC1.COCCOC.COCCOC.CO.CO.CO",
  "lumo_ev": 0.33
}